Record 1
Below is a structure of composition C29H23BMnN3O4, with properties calculated with ωB97M-V/def2-TZVPD.

Output
gap between HOMO and LUMO (spin up / spin down): 6.7481 / 7.2163 eV

Structure (ORCA input):
```
! RIJCOSX wB97M-V def2-TZVPD def2/J DEFGRID3
* xyz 1 6
C 0.09840 3.71328 0.40773
C 4.29101 -1.57040 -3.38193
C 2.11950 -1.37079 -2.37654
H -4.47292 -1.67768 -3.38882
B -0.66192 1.67905 -0.07891
C -3.20225 -1.81648 0.19220
C 2.50236 -0.47659 -4.55643
H 5.31602 -1.91189 -3.33713
C 1.30919 0.97854 5.18676
C 1.63202 -0.70598 -3.49488
H 3.35162 2.71642 0.48578
H 0.80554 2.34876 3.61752
C -5.01087 -2.06111 -1.33174
H 3.58229 5.12251 1.05837
Mn -0.41137 -0.40468 -0.21017
H 4.48461 -0.69726 -5.33070
H -0.46151 0.66868 2.32361
C 0.20464 -0.21182 -3.61513
N -1.24801 -1.62729 1.57405
C -2.14734 -2.39570 3.61652
H 1.63108 -0.59684 6.60916
N -2.39328 -1.41873 -0.78048
C -4.53203 -2.13777 -0.03124
C 0.50191 -1.26789 4.91960
C -1.75490 -1.02014 -2.95775
C 0.03076 0.38304 3.24246
C 3.82079 -0.89876 -4.50056
H -0.08943 -1.72824 -5.18212
H -0.67587 5.67750 0.76753
H -5.16220 -2.44662 0.79108
H 2.14775 0.04846 -5.43673
C 1.18822 -0.32069 5.66141
C 0.72631 1.33142 3.98069
C 2.48494 3.36033 0.55518
O -3.10723 -2.42429 2.53206
H -2.12408 -3.37611 4.08432
H 0.42020 -2.28596 5.28596
H 3.78867 -2.33764 -1.44481
C -2.83457 -1.39923 -2.03464
C 0.20440 5.05179 0.71313
H 1.47719 -1.59095 -1.53204
N -0.66874 -0.54066 -2.48667
C -2.48951 -1.93047 1.47063
C -0.56314 -0.81590 -4.81867
H 1.61905 6.58459 1.19436
C 2.59973 4.71056 0.87019
C -0.81577 -1.99470 2.93126
H 0.22903 0.88046 -3.69099
O -1.85951 -1.16199 -4.27136
O -1.04159 2.97997 0.15220
H -2.47157 -1.64866 4.33998
H 1.85529 1.71571 5.76044
C -4.14448 -1.70762 -2.35878
H -6.04374 -2.29355 -1.54945
C 1.48596 5.54014 0.94766
C 3.43500 -1.80603 -2.31859
C 1.21173 2.88395 0.33023
O 0.77636 1.61335 0.00891
C -0.07351 -0.92325 3.69940
H -0.71402 -0.12627 -5.64365
H -0.15621 -2.86184 2.83052
*
```

***

Record 2
Below is a structure of composition C29H23Cl2N9O3S2TeV, with properties calculated with ωB97M-V/def2-TZVPD.

Output
gap between HOMO and LUMO (spin up / spin down): 5.0860 / 6.4517 eV
energy above the lowest of the compared OMol25 structures with the same formula, charge and spin: 5.6 kcal/mol

Structure (ORCA input):
```
! RIJCOSX wB97M-V def2-TZVPD def2/J DEFGRID3
* xyz 0 2
H -3.82841 -1.94707 -0.12086
H -3.89720 0.66711 0.46190
Cl -1.22919 1.91099 6.84510
H 0.12205 0.29047 5.01873
C 0.82268 -2.98721 -2.83887
C 1.49174 -2.02016 2.27022
H 1.95531 0.60349 -2.32240
V -0.08169 0.45865 0.26868
N 0.39871 0.20575 2.23337
H -4.57130 -0.15884 1.90998
H -3.54899 -3.06796 1.24620
C -0.86655 2.18262 2.37299
H 3.98715 -1.04928 -0.39608
H 3.79068 -4.46983 2.01675
C 0.59123 4.12160 -1.83913
C -3.07881 -2.42257 0.50808
C 1.52047 -1.30150 -0.83764
C 2.11396 -2.81216 -2.52276
H -2.10131 3.94311 2.50720
H -1.70187 -2.75910 -3.21582
H 2.53338 2.34484 -3.95325
H 4.41257 -2.64112 -1.05256
H 1.62333 4.64631 -3.65364
N 0.41900 -2.61390 1.76462
S -0.44253 0.01888 -3.92861
H -2.38406 -2.99662 -0.09483
Te -2.05223 -0.92718 1.60050
S -1.94992 0.55396 -1.31332
C 1.72914 -4.57901 1.40158
C -0.23618 1.14980 3.07120
O 1.81829 -0.43113 0.03126
N -0.58978 2.12425 1.00067
C 0.53881 -3.87626 1.34780
C 1.58085 1.60690 -2.19420
H -2.01500 -1.65530 -1.95176
C 1.33909 -0.62585 2.81881
N 2.49344 -1.94988 -1.53082
N -1.45674 -2.44857 -2.28694
H 1.77708 -5.59725 1.03995
C 1.40250 3.86664 -2.93737
H 0.15542 5.08903 -1.63346
C 2.84559 -3.94689 1.94249
N 0.21906 -1.52888 -1.03399
O -0.92577 4.37917 0.56161
C -2.70914 3.10635 -2.60531
H -0.36011 -4.33810 0.95178
N 0.77372 1.82988 -1.16068
C 1.91408 2.59634 -3.10477
C 3.91037 -1.69832 -1.26113
C 2.72556 -2.65044 2.39994
H 2.92048 -3.31674 -3.03659
N -3.39166 3.80028 -1.98865
O 1.99553 -0.32630 3.79524
C -1.48599 2.77507 -4.67857
C -1.39459 1.03599 -2.95935
H 4.37335 -1.21631 -2.12073
H -3.50799 1.25782 2.10101
C -0.51178 3.29685 0.24286
C -1.61369 3.14573 3.04533
C 0.30239 3.08118 -0.99357
C -1.09720 2.03057 5.12261
H 3.54426 -2.11791 2.86189
N -1.13877 3.22416 -5.68076
C -3.72201 0.38095 1.49535
C -1.87181 2.25646 -3.39933
C -0.35845 1.07456 4.45666
C -0.15469 -2.27130 -2.07417
H 0.52417 -3.62910 -3.65274
Cl -2.66370 4.25996 5.24304
C -1.72633 3.06230 4.41924
*
```

***

Record 3
Below is a structure of composition C29H24Br4N3O4Ti, with properties calculated with ωB97M-V/def2-TZVPD.

Output
gap between HOMO and LUMO (spin up / spin down): 5.7432 / 6.9860 eV
energy above the lowest of the compared OMol25 structures with the same formula, charge and spin: 9.6 kcal/mol

Structure (ORCA input):
```
! RIJCOSX wB97M-V def2-TZVPD def2/J DEFGRID3
* xyz -1 3
C 1.15618 3.82362 -5.09973
N -1.56029 -1.52696 0.37635
C 1.84096 -4.21374 -0.32457
H 1.27403 3.68734 -6.16644
H -3.14171 -3.37560 -1.97091
H -1.92258 -1.50981 2.39955
H 1.15525 -0.92895 2.88853
O 0.28109 1.88108 -0.77176
C 1.33048 5.07794 -4.51450
C 0.82190 2.75122 -4.29159
N -0.53265 -0.27750 -1.68651
H 0.45872 -5.77215 -0.94826
C 0.44666 -4.70422 -0.71307
C 0.66162 2.89252 -2.91582
H -1.48538 -1.61508 -3.00960
H -4.29779 -4.20018 0.03891
O -0.74918 1.21206 1.99156
C -3.49918 3.16071 0.68284
H 3.32536 1.13793 2.13404
H -3.71053 -3.22300 2.30443
H 0.66614 1.76613 -4.71230
C -3.61128 4.18248 1.63760
C 0.27879 1.71552 -2.07435
Br -2.85249 5.59381 4.01271
H 2.34501 2.00078 0.94054
C 1.80023 -2.75798 0.09170
C 2.28875 -0.41521 -0.24317
H 3.83064 -4.07467 -1.20449
H 1.58549 5.93367 -5.12935
Ti -0.58170 0.32981 0.23706
N -0.07609 0.62013 -2.66460
C 2.19950 -1.71038 -0.73161
H 2.48220 -1.89693 -1.76153
Br -4.95149 5.50071 1.42996
C -2.21895 -1.96145 1.45869
C -2.53012 2.17111 0.79521
C 2.32706 1.21408 1.69516
H 1.03582 -3.24167 2.03016
Br -4.62282 3.03644 -0.82057
C 2.85072 -4.50044 -1.42681
H 0.49736 3.55280 -0.58501
Br -0.55067 3.15886 4.30028
C -1.89985 -1.99130 -0.87195
H 1.30383 6.20849 -2.68067
C -1.76767 3.21990 2.85111
O 0.72233 4.40294 -1.02709
C 1.95633 -0.11108 1.08421
C 0.84694 4.15393 -2.34128
H 2.52152 -4.09190 -2.38665
H 2.15112 -4.77812 0.56214
H -0.27510 -4.53692 0.08884
H 1.62076 1.50842 2.46951
H 0.08627 -4.16290 -1.59155
C -1.28058 -1.34262 -1.98044
H 2.96398 -5.57902 -1.55358
C 1.42510 -1.14356 1.86042
C -2.74592 4.21890 2.71968
C 1.17835 5.24427 -3.15544
H 2.68445 0.37624 -0.86793
C -3.20241 -2.91360 1.40333
C -2.88815 -3.00002 -0.98730
C 1.37879 -2.44457 1.37733
C -1.65196 2.20805 1.92076
C -3.52463 -3.44549 0.12862
O -2.36906 1.17645 -0.05267
*
```

***

Record 4
Below is a structure of composition C29H24ClCoFP, with properties calculated with ωB97M-V/def2-TZVPD.

Output
gap between HOMO and LUMO (spin up / spin down): 4.8626 / 3.4269 eV

Structure (ORCA input):
```
! RIJCOSX wB97M-V def2-TZVPD def2/J DEFGRID3
* xyz 0 5
H -0.98689 2.03795 -2.31082
H 4.31107 1.61508 -0.51467
C 3.61870 -2.69226 -0.39581
Co 2.40133 1.22662 1.42360
H -3.16928 1.72635 -1.70877
C 3.44136 2.03156 -0.02533
C -1.29091 -3.59330 1.57465
C 1.28581 2.66901 0.51910
C -3.15660 -1.66080 0.77536
C -1.77782 -1.40846 0.62599
H -0.56436 -4.33716 1.90220
H 3.52491 -3.26155 -1.32013
C 2.05637 1.90078 -0.40659
H 1.63075 1.41363 -1.27861
H 2.06828 -1.23333 -0.86704
C 4.52708 -3.09542 0.59135
C -0.84851 -2.33892 1.14291
H -4.63670 -3.12446 1.29682
C -2.65167 -3.89032 1.59360
H 0.20238 -2.06796 1.21603
H -4.76514 3.46445 -0.99239
C -3.03345 3.11621 1.90500
C -2.13316 2.13029 1.51301
F 5.38570 -4.13584 0.31618
C -2.25997 1.50483 0.24327
C 2.84061 -1.53246 -0.14448
H 4.40339 3.16010 1.69969
C 3.51140 2.83112 1.16500
P -1.22560 0.08851 -0.20102
H -0.79821 -2.42545 -4.48838
C -4.05415 3.06050 -0.27533
C -0.74553 0.95557 -4.14278
H -1.31556 1.84467 2.17428
C -0.74570 -0.29505 -4.77177
H -2.99573 -4.87491 1.91088
C -3.57814 -2.90731 1.22676
H -0.71520 -2.26659 -2.01620
H 0.21906 2.84522 0.43094
H 1.93844 3.84659 2.35194
C 3.04729 -0.79945 1.01600
C -0.95176 1.04906 -2.77131
C -3.17063 2.05982 -0.67475
H 5.29028 -2.82507 2.59447
C 3.79065 -1.33089 2.04619
H -0.64950 -0.36290 -5.85822
C 2.17094 3.21050 1.50410
H -0.56026 1.85499 -4.72633
Cl 1.15711 0.54025 3.03758
H -3.87143 -0.87356 0.53847
H 3.74501 -0.87702 3.03936
C -0.82291 -1.45293 -3.99449
C -1.08441 -0.12260 -1.97979
C -4.02741 3.55871 1.02690
H -2.96330 3.56478 2.89518
C 4.61643 -2.45619 1.82910
C -0.87602 -1.36851 -2.60637
H -4.75843 4.30351 1.34548
*
```

***

Record 5
Below is a structure of composition C29H24ClIrN3OP, with properties calculated with ωB97M-V/def2-TZVPD.

Output
gap between HOMO and LUMO (spin up / spin down): 5.8145 / 1.8743 eV

Structure (ORCA input):
```
! RIJCOSX wB97M-V def2-TZVPD def2/J DEFGRID3
* xyz 2 5
C -1.87451 -3.95985 -2.71321
C -0.48858 0.29289 9.90784
C -2.02778 3.10135 -3.01617
C 0.34882 2.04228 2.41891
C -1.25801 -1.62477 -2.62749
C -1.51229 3.42775 -4.27291
H -1.85728 4.32378 -4.79550
C 2.71239 -0.61508 -2.30821
C -0.54514 2.61202 -4.86624
C -2.99866 -3.63219 -3.47562
C -0.34990 0.38591 8.48119
N -0.60164 0.25678 11.07259
C -0.12385 0.60263 5.68731
O -1.52417 -2.33584 1.03536
C -0.64358 1.12606 -2.97215
C 3.85090 -1.66110 -4.17096
H -1.36022 2.37391 5.90098
Cl 1.26368 1.95060 -0.67056
H 4.77590 -1.95169 -4.67935
H -1.68275 -4.99738 -2.44042
C 0.04833 0.00903 3.21023
H 0.46892 -1.89192 -4.53612
H 4.85486 -0.66737 -2.53932
C -1.58971 1.95473 -2.35639
H 2.76144 -0.09383 -1.35266
H 2.56169 -2.55864 -5.66396
C -0.90001 -1.41163 0.67629
H 0.70221 0.85608 -4.63236
H 0.43070 3.02813 4.34070
H -3.68880 -4.41586 -3.80386
H -1.58225 2.14828 8.34826
C 1.42857 -1.62501 -4.09264
C -3.23879 -2.30500 -3.83144
C -0.99875 -2.95776 -2.29098
H 0.53943 2.81801 1.68506
C -2.37539 -1.29470 -3.39918
N 0.16716 0.70263 2.07701
P -0.06401 -0.35767 -2.06210
C 0.45360 -0.50445 7.76420
H -2.76954 3.74966 -2.54491
H -2.56933 -0.25788 -3.66463
H 4.51450 1.91820 -0.32644
H 4.04482 2.47476 -0.49840
H -0.16438 -1.04920 3.30989
C -0.08899 1.46988 -4.20420
N 0.08870 0.85744 4.30047
Ir 0.07193 0.03782 0.05200
H 1.05627 -1.21798 5.79530
C -0.84295 1.55806 6.41847
C -0.97727 1.43489 7.80039
H -0.12503 2.85884 -5.84125
H -1.93404 1.73411 -1.34353
C 1.47541 -0.91723 -2.88308
H -0.11922 -3.21280 -1.69988
C 3.89345 -0.95464 -2.96930
C 2.61446 -1.99970 -4.72992
C 0.31829 2.12979 3.77386
H -4.10203 -2.03980 -4.44228
H 1.02054 -1.26602 8.29843
C 0.51186 -0.45930 6.36285
*
```

***

Record 6
Below is a structure of composition C29H24ClN5O6Tc, with properties calculated with ωB97M-V/def2-TZVPD.

Output
gap between HOMO and LUMO (spin up / spin down): 7.1913 / 6.7778 eV
energy above the lowest of the compared OMol25 structures with the same formula, charge and spin: 19.5 kcal/mol

Structure (ORCA input):
```
! RIJCOSX wB97M-V def2-TZVPD def2/J DEFGRID3
* xyz 0 2
C -2.68298 1.16515 -1.20482
O 1.24591 -1.04713 -0.18415
H -2.38802 1.92962 5.08489
C 1.26421 0.17160 -3.00445
H 2.82287 2.87636 0.01576
O 0.91746 3.79686 1.93079
H -0.64748 3.30814 3.88925
O 1.47005 0.08756 2.09491
H 1.69696 -2.10560 4.40376
H -4.91790 -1.37028 -1.60972
C -4.55074 -0.35317 -1.54560
H 4.97832 -3.96062 0.46085
C 2.00162 1.97638 -1.74227
O 0.29072 -1.81134 2.30607
Tc 0.03505 0.47207 -0.13198
C 3.43995 -5.45701 0.45303
C -4.89740 2.00727 -1.66096
H -2.76832 -2.28377 -1.31854
N -0.46266 -2.46463 -0.68694
H -2.16148 -0.86953 1.84128
H -1.94362 5.07413 -1.74109
C -1.89377 0.05875 2.32300
C 0.51218 2.72345 1.53376
O -1.39989 1.42690 -0.94210
C 1.68893 -3.37154 -0.07202
H 2.81313 -2.41243 3.06940
H 1.70491 -6.71972 0.41313
C 2.08128 -5.71007 0.31027
N -1.12454 -1.24624 -0.74324
N 0.90181 2.11533 0.37866
H 4.12230 -6.27114 0.66277
C -2.42510 0.43828 3.54593
H 0.57843 -0.66475 -3.05500
H 3.40880 -2.09790 0.01235
H 3.60727 3.13394 -2.55459
C -0.55583 1.94724 2.26803
H -6.45323 0.55890 -1.92015
C -2.34762 -1.30392 -1.11189
H 0.14198 -4.84741 -0.04312
Cl 3.40430 -0.48585 4.27667
H 1.52715 3.79791 -0.72532
C 0.75898 -2.25559 -0.31852
C -1.99232 1.61561 4.12764
C 1.24096 -1.04739 2.57774
C -5.40159 0.71754 -1.72360
C -1.86840 3.99732 -1.60990
H -5.53853 2.86797 -1.80273
C 2.17422 0.43289 -4.00451
C 2.94807 2.29053 -2.70981
C 2.23586 -1.64561 3.58213
C 3.03264 1.51476 -3.84888
C -3.55210 2.25171 -1.41707
C 1.20463 -4.67066 0.05036
C 3.04813 -3.11599 0.07748
H -3.15360 -0.19619 4.02959
C 1.85172 2.78027 -0.47997
H 3.76596 1.74455 -4.61076
N 1.18021 0.92804 -1.90447
H 2.21392 -0.20028 -4.87884
H -1.20240 3.77486 -0.77805
H -1.47420 3.54510 -2.52178
O -3.20219 3.56339 -1.35591
C -3.19679 -0.14020 -1.27481
C 3.92172 -4.16068 0.33816
N -0.99254 0.80845 1.70074
C -1.03740 2.38781 3.47919
*
```

***

Record 7
Below is a structure of composition C29H24N6OPPd, with properties calculated with ωB97M-V/def2-TZVPD.

Output
gap between HOMO and LUMO: 7.2247 eV
energy above the lowest of the compared OMol25 structures with the same formula, charge and spin: 0.0 kcal/mol

Structure (ORCA input):
```
! RIJCOSX wB97M-V def2-TZVPD def2/J DEFGRID3
* xyz 1 1
C 0.21533 2.06189 -1.98373
H -1.81763 1.93312 -1.98389
H -1.02594 3.59396 0.08960
H -1.44794 -1.13858 2.20141
C -1.84487 -3.63518 0.99680
H -2.64283 5.11175 1.28632
H -1.11063 2.10066 -3.55391
H 3.67761 -2.65392 3.37051
C 2.20031 -0.90235 0.88170
C 0.01493 -2.53970 -0.08156
H -4.76208 4.75841 3.22615
C 2.92878 0.28576 0.97988
C 0.63917 -0.99169 -3.05056
C -4.63710 1.38022 3.67906
C 2.61466 2.41055 -2.14306
H -2.57864 -1.09605 1.03030
C 2.90188 -0.81644 -2.20974
C -1.40369 -4.84957 0.49115
C 0.45118 -3.76075 -0.58670
H 4.98789 -0.57043 3.52204
H -3.32686 -0.00643 2.73814
C 1.18347 2.47061 -4.15562
N 0.94684 2.58744 -5.27815
C -3.01008 2.04147 2.07345
C -0.26239 -4.91330 -0.30061
C 2.46190 -1.95985 1.75216
O 0.27901 1.95779 -0.69047
H -0.42660 -1.06800 -2.86827
H 4.50461 1.31711 1.97795
C 1.11886 -0.94218 -4.34598
C 2.48358 -0.81829 -4.57569
P 0.86512 -0.96859 -0.31859
C -5.05065 2.71211 3.82774
N 3.64700 2.44807 -1.63183
C -1.78719 3.27270 0.78159
C 1.33996 2.33147 -2.75290
C 1.53159 -0.92298 -1.97838
H 2.72034 1.12351 0.32560
H 3.59666 -0.75395 -1.38362
Pd -0.68113 0.49258 0.30865
C 3.37234 -0.76165 -3.51318
N -2.63119 4.11235 1.40204
H 1.90188 -2.88393 1.68518
H 4.43346 -0.66064 -3.69519
C 3.93665 0.39860 1.92377
H 0.43105 -0.98192 -5.17966
C -4.45378 3.72813 3.11257
C -1.13100 -2.48794 0.69703
H 1.33801 -3.80035 -1.20713
C 4.20270 -0.65904 2.78290
H -5.12313 0.61092 4.26318
C -3.62339 1.02923 2.81197
H 0.06669 -5.86382 -0.69717
C 3.46573 -1.83183 2.70007
H -1.95994 -5.75075 0.70996
H 2.85225 -0.75622 -5.59059
C -3.43343 3.36247 2.24302
N -1.00186 1.91231 -2.56996
N -1.57738 -1.17517 1.19170
N -1.97209 2.01949 1.13740
H -5.84835 2.94417 4.51932
H -2.73964 -3.58735 1.60583
*
```